The following is a quantum chemistry calculation of a 3-piece molecular cluster, C38H63F13N2O2SSi overall in a non-equilibrium geometry, from the Open Molecules 2025 dataset.

Calculated values
HOMO-LUMO gap (alpha / beta) = 8.79 / 8.74 eV
E_tot = -101539.1786 eV
net charge = 0
spin multiplicity = 3
HOMO level (alpha / beta) = -0.31442 / -0.31585 Eh

Last column: Löwdin charge in e.
Positions of all 120 atoms, in Å:
1 C -4.235532 -1.110936 -4.805923  -0.14
2 C -3.159556 -2.223632 -4.726217  -0.27
3 Si -1.436129 -1.643031 -4.220488  0.68
4 C -1.239602 -1.395072 -2.349843  -0.21
5 C -2.490480 -0.785944 -1.647066  -0.10
6 C -3.438026 -1.826066 -1.037494  -0.41
7 F -4.682352 -1.545602 -1.515148  0.11
8 F -3.154692 -3.061215 -1.510250  0.12
9 C -3.560905 -1.794427 0.522851  -0.33
10 F -3.226731 -0.586407 1.007163  0.13
11 F -4.878122 -1.917543 0.822038  0.14
12 C -2.915514 -2.953769 1.347549  -0.36
13 F -3.339029 -2.839431 2.612405  0.17
14 F -3.485194 -4.099856 0.899770  0.16
15 C -1.391248 -3.228159 1.282883  -0.42
16 F -1.013246 -3.637601 0.075337  0.14
17 F -1.176843 -4.279632 2.086080  0.14
18 S -0.209125 -1.846504 1.826474  0.76
19 F 0.322504 -2.691863 3.053089  -0.13
20 F 0.953638 -2.490871 0.966522  -0.12
21 F -0.620687 -0.965668 0.592670  -0.12
22 F -1.273021 -1.196167 2.780795  -0.11
23 F 0.807612 -0.699155 2.241871  -0.13
24 C -0.987807 -0.051061 -5.177035  -0.16
25 C -1.673098 0.012131 -6.530015  -0.31
26 C -1.460064 -0.914568 -7.514644  -0.05
27 C -2.137299 -0.816697 -8.686085  -0.05
28 C -3.036839 0.184681 -8.914198  -0.29
29 C -3.794366 0.220693 -10.216980  -0.05
30 C -3.230962 1.130595 -7.947590  -0.05
31 C -2.547842 1.022800 -6.773983  -0.08
32 C -0.234264 -2.988424 -4.853789  -0.22
33 C 0.878015 -3.373107 -3.847853  -0.47
34 C 1.652482 -4.565239 -4.457977  -0.09
35 C 1.838481 -2.208859 -3.552720  -0.06
36 H -5.098785 -1.307710 -4.175153  0.06
37 H -4.607562 -0.994819 -5.821573  0.07
38 H -3.862453 -0.125204 -4.525769  0.05
39 H -3.526074 -3.043625 -4.109796  0.07
40 H -3.043179 -2.628408 -5.731897  0.07
41 H -0.859324 -2.276395 -1.841181  0.05
42 H -0.460780 -0.634876 -2.250477  0.08
43 H -3.038931 -0.240241 -2.408072  0.10
44 H -2.136000 -0.040588 -0.942695  0.10
45 H -1.275643 0.853432 -4.641297  0.08
46 H 0.085856 -0.056392 -5.362333  0.08
47 H -0.761625 -1.725160 -7.374674  0.10
48 H -1.988240 -1.564869 -9.453095  0.12
49 H -3.188805 -0.071131 -11.069422  0.08
50 H -4.613774 -0.498345 -10.143725  0.08
51 H -4.264719 1.190447 -10.360611  0.07
52 H -3.926769 1.936211 -8.124785  0.12
53 H -2.748638 1.774405 -6.021626  0.12
54 H -0.811479 -3.896975 -5.042518  0.08
55 H 0.243879 -2.679927 -5.781100  0.07
56 H 0.394892 -3.771235 -2.955861  0.11
57 H 2.544443 -4.751901 -3.859948  0.07
58 H 1.889933 -4.401904 -5.505674  0.08
59 H 1.013958 -5.442959 -4.360441  0.07
60 H 1.730699 -1.387951 -4.257634  0.07
61 H 2.856588 -2.587509 -3.560001  0.07
62 H 1.659942 -1.793564 -2.559633  0.07
63 C -0.825717 6.178671 2.186849  -0.03
64 C -1.157461 5.195457 1.036259  -0.48
65 C -2.396741 4.365863 1.396133  -0.13
66 C -2.128711 3.247022 2.403467  -0.17
67 C -0.942013 2.395115 1.963118  -0.14
68 C 0.309731 3.215807 1.685612  -0.49
69 N 0.030014 4.336885 0.741321  -0.08
70 O -0.067518 3.864715 -0.462801  -0.02
71 C 0.873088 3.746743 3.017628  -0.03
72 C 1.409187 2.308587 1.139242  -0.03
73 C -1.501125 6.075030 -0.163927  -0.05
74 H 0.242569 6.391932 2.228531  0.09
75 H -1.328367 7.134176 2.041984  0.08
76 H -1.142794 5.812434 3.163266  0.07
77 H -2.804236 3.914767 0.485380  0.12
78 H -3.172892 5.029210 1.783643  0.13
79 H -1.954972 3.663840 3.399485  0.10
80 H -3.018491 2.620163 2.493141  0.11
81 H -0.722921 1.645572 2.727597  0.12
82 H -1.222946 1.838420 1.061585  0.12
83 H 1.726720 4.404295 2.846506  0.10
84 H 1.215997 2.912056 3.630202  0.07
85 H 0.145751 4.283604 3.621280  0.06
86 H 1.108555 1.774671 0.238368  0.08
87 H 1.673019 1.552151 1.876428  0.06
88 H 2.310263 2.880927 0.912035  0.10
89 H -0.640267 6.669197 -0.475557  0.09
90 H -2.300437 6.764304 0.107438  0.09
91 H -1.853438 5.496248 -1.015952  0.08
92 C 2.885385 0.923351 6.815102  -0.03
93 C 3.802339 0.575280 5.615161  -0.48
94 C 3.041969 -0.301355 4.613643  -0.14
95 C 2.897152 -1.760810 5.044660  -0.17
96 C 4.248117 -2.345573 5.448891  -0.13
97 C 4.960090 -1.511144 6.511915  -0.50
98 N 5.053339 -0.078607 6.103271  -0.08
99 O 5.983904 0.050238 5.209146  -0.01
100 C 4.218892 -1.650470 7.855840  -0.04
101 C 6.348793 -2.086175 6.773702  -0.04
102 C 4.112973 1.911904 4.944403  -0.04
103 H 3.465837 1.073877 7.725502  0.09
104 H 2.341593 1.850617 6.635880  0.08
105 H 2.131487 0.160251 7.008728  0.07
106 H 3.562026 -0.282668 3.649811  0.13
107 H 2.052656 0.127609 4.436744  0.11
108 H 2.178740 -1.847662 5.865185  0.11
109 H 2.480003 -2.338710 4.220537  0.10
110 H 4.113190 -3.365146 5.816767  0.13
111 H 4.879797 -2.423394 4.557983  0.13
112 H 4.659346 -0.999998 8.612825  0.09
113 H 4.296636 -2.676622 8.215982  0.09
114 H 3.155524 -1.432973 7.797334  0.06
115 H 6.951385 -2.144327 5.868528  0.08
116 H 6.260650 -3.100278 7.163258  0.09
117 H 6.891900 -1.488116 7.507189  0.09
118 H 4.676636 2.565929 5.612324  0.10
119 H 3.181724 2.417994 4.692112  0.06
120 H 4.672505 1.791917 4.018109  0.08

Atoms 1-3, force components in eV/Å:
-0.0559 0.0632 -0.0225
-0.3009 0.6174 -0.0714
0.2239 -0.7054 -0.5826